This record from the Open Molecules 2025 dataset describes C4H6CaO3 as an isolated structure at a distorted geometry. The level of theory is ωB97M-V/def2-TZVPD.

The value obtained for the HOMO-LUMO gap (alpha / beta) is 6.402 / 6.536 eV. As for the LUMO energy (alpha / beta): -0.546 / -0.540 Ha. The charge is +3. Its spin multiplicity is 2. The value obtained for the molar mass is 142.17 g mol⁻¹.

XYZ file:
```
14
Properties=species:S:1:pos:R:3:forces:R:3
C -2.901327 -0.394569 -0.462214 2.5 -1.0 -0.5
C -1.795647 0.054273 0.165151 2.5 1.2 -2.4
O -3.917180 0.183412 -0.902921 -1.0 0.4 0.8
H -1.727386 1.079217 0.539721 0.3 -0.4 0.5
H -2.708978 -0.984110 0.739200 0.8 0.3 0.0
H -4.713056 0.114289 -0.338101 -0.9 -0.2 -0.4
O -0.133816 -0.377370 -0.255994 -4.4 -2.8 1.7
C 0.879068 0.370338 -0.142973 -1.7 4.9 0.5
O 1.870463 -0.063455 0.560768 0.2 -1.6 0.3
Ca 1.950957 2.521303 0.900128 0.1 -0.4 -0.5
C 3.092369 -0.556320 -0.099080 1.2 -0.3 -0.2
H 3.324138 -1.508419 0.385518 0.2 0.4 -0.1
H 2.964787 -0.677780 -1.177837 -0.3 0.0 0.3
H 3.815611 0.239185 0.088635 0.5 -0.5 0.0
```
Forces are in eV/Å.